(1)
A gas-phase ion, C6H10NS (charge +1) in a non-equilibrium geometry. Source: the OMol25 dataset; level of theory: wB97M-V/def2-TZVPD.

Atoms and positions in Å:
C: -1.290 -0.940 1.219
C: -1.787 0.204 0.893
C: -0.523 -1.854 0.368
C: 0.750 -1.222 -0.340
C: 1.081 1.203 -0.357
C: -0.024 2.223 -0.099
N: 0.720 0.049 -1.029
S: -1.743 1.475 -0.180
H: -1.563 -1.371 2.168
H: -0.156 -2.704 0.887
H: -1.148 -2.222 -0.391
H: 1.503 -1.467 0.347
H: 0.841 -1.908 -1.178
H: 1.741 1.749 -1.072
H: 1.672 1.049 0.566
H: 0.066 2.610 0.866
H: -0.230 2.987 -0.870
H: 0.091 0.139 -1.797

The calculation puts the HOMO-LUMO gap at 0.241 hartree. As for the net charge: +1. For the HOMO energy, the calculation gives -12.9 eV.

***

(2)
A molecular structure, C6H10NiO6 in a non-equilibrium geometry. Source: the OMol25 dataset; level of theory: wB97M-V/def2-TZVPD.

Atoms and positions in Å:
O: 2.000 -1.155 -1.405
C: 1.183 -0.614 -2.141
O: 0.001 -0.136 -1.778
C: -0.850 -0.975 -0.950
C: -1.943 -0.129 -0.335
C: -1.515 1.107 0.470
C: -0.154 1.070 1.133
O: -0.047 -0.099 1.958
C: 1.165 -0.433 2.365
O: 2.172 0.212 2.201
O: 1.095 -1.597 2.999
H: -0.198 -1.446 -0.207
H: -1.280 -1.738 -1.609
H: -2.499 -0.823 0.311
H: -2.636 0.192 -1.127
H: -2.284 1.311 1.229
H: -1.502 1.993 -0.182
H: -0.016 1.958 1.763
H: 0.660 1.048 0.397
H: 1.966 -1.823 3.348
Ni: 0.135 1.546 -3.351
O: 1.776 0.381 -2.799
H: 2.774 0.150 -2.288

The calculation puts the HOMO-LUMO gap (alpha / beta) at 0.302 / 0.236 hartree. As for the net charge: +1. As for the expectation value of S²: 3.7523. For the HOMO energy (alpha / beta), the calculation gives -13.1 / -13.7 eV. As for the spin multiplicity: 4.

***

(3)
C6H10O in the gas phase. Source: the OMol25 dataset; level of theory: wB97M-V/def2-TZVPD.

Atoms and positions in Å:
O: -1.727 0.065 1.555
C: -1.276 0.558 0.291
C: -1.222 -0.539 -0.749
C: -0.092 -1.151 -1.101
C: 1.267 -0.794 -0.576
C: 1.294 0.365 0.441
C: 0.063 1.286 0.413
H: -1.361 -0.820 1.677
H: -2.048 1.279 -0.002
H: -2.164 -0.848 -1.196
H: -0.113 -1.943 -1.851
H: 1.920 -0.567 -1.427
H: 1.708 -1.689 -0.116
H: 1.395 -0.045 1.450
H: 2.179 0.965 0.252
H: 0.032 1.866 1.343
H: 0.144 2.013 -0.405

As for the SMILES: O[C@@H]1C=CCCC1. The calculation puts the HOMO-LUMO gap at 0.386 hartree. For the HOMO energy, the calculation gives -9.6 eV.

***

(4)
2 unconnected molecules or ions with the total composition C6H10O. Source: the OMol25 dataset; level of theory: wB97M-V/def2-TZVPD.

Atoms and positions in Å:
C: 2.218 0.234 0.466
C: 1.301 -0.668 0.132
C: 0.033 -0.921 0.889
C: -1.210 -0.574 0.081
O: -2.311 -1.050 0.825
C: -1.343 0.595 -0.813
C: -1.249 -0.559 -1.400
H: 3.105 0.404 -0.139
H: 2.110 0.847 1.359
H: 1.444 -1.264 -0.770
H: 0.022 -0.358 1.829
H: -0.052 -1.983 1.158
H: -3.099 -0.574 0.540
H: -1.469 1.667 -0.919
H: -1.218 -1.117 -2.327
H: 1.046 2.350 -0.373
H: 0.671 2.973 -0.538

As for the SMILES: C=CCC1(O)C=C1.[H][H]. The calculation puts the HOMO-LUMO gap at 0.391 hartree. For the HOMO energy, the calculation gives -9.5 eV.

***

(5)
C6H10O in the gas phase. Source: the OMol25 dataset; level of theory: wB97M-V/def2-TZVPD.

Atoms and positions in Å:
C: 2.406 -0.407 -1.178
C: 0.957 -0.626 -1.204
C: 0.176 0.517 -0.648
C: -0.773 0.054 0.451
C: -1.600 1.125 1.120
C: -1.216 -1.340 0.503
O: -0.155 -0.877 1.341
H: 2.957 -0.963 -1.942
H: 2.600 -0.948 -0.226
H: 2.793 0.618 -1.052
H: 0.760 1.380 -0.276
H: -0.415 0.876 -1.509
H: -2.349 1.529 0.428
H: -0.972 1.953 1.466
H: -2.118 0.703 1.986
H: -0.913 -2.018 -0.291
H: -2.139 -1.577 1.031

The calculation puts the HOMO-LUMO gap at 0.318 hartree. For the HOMO energy, the calculation gives -8.3 eV.

***

(6)
2 unconnected molecules or ions with the total composition C6H10O. Source: the OMol25 dataset; level of theory: wB97M-V/def2-TZVPD.

Atoms and positions in Å:
O: -1.377 0.770 1.457
C: -0.667 0.603 0.489
C: 0.319 1.658 0.025
C: 1.609 1.054 -0.473
C: 1.791 -0.254 -0.648
C: 0.719 -1.285 -0.404
C: -0.682 -0.657 -0.352
H: -0.162 2.239 -0.777
H: 0.490 2.355 0.853
H: 2.426 1.746 -0.669
H: 2.762 -0.618 -0.979
H: 0.925 -1.814 0.537
H: 0.749 -2.049 -1.191
H: -1.427 -1.352 0.043
H: -0.978 -0.371 -1.371
H: -3.654 -1.269 1.802
H: -3.107 -0.763 1.778

As for the SMILES: O=C1CC=CCC1.[H][H]. The calculation puts the HOMO-LUMO gap at 0.378 hartree. For the HOMO energy, the calculation gives -9.4 eV.